[1]
C4H4O | ωB97M-V/def2-TZVPD

The geometry in XYZ format:
```
9
Properties=species:S:1:pos:R:3
O -2.41044 0.04366 -0.09752
C -1.22547 -0.04053 0.09005
C -0.04310 -0.83605 0.23696
C 0.90153 0.03000 -0.55840
C -0.09010 0.80273 0.19953
H 0.11945 -1.47376 0.99272
H 1.97110 -0.06213 -0.11416
H 0.71586 0.07386 -1.67031
H 0.06117 1.46224 0.92115
```

Output
Energy relative to the best compared isomer or geometry (same formula, charge and spin) in kcal/mol: 56.7
E_LUMO in hartree: 0.03343
SMILES: O=C1[C@H]2C[C@@H]12
Charge: 0
F_max in eV/A: 4.26

---

[2]
CH6S2 | ωB97M-V/def2-TZVPD

The geometry in XYZ format:
```
9
Properties=species:S:1:pos:R:3
S 5.38457 -1.95078 2.95531
S 5.39451 -1.76344 0.84750
H 5.53687 -3.29878 3.27830
H 4.13579 -1.91647 0.82538
C -4.07706 1.79359 -1.55428
H -3.62152 2.76696 -1.38446
H -3.59553 0.97628 -1.02487
H -5.13968 1.81212 -1.31564
H -4.01796 1.58052 -2.62724
```

Output
Energy relative to the best compared isomer or geometry (same formula, charge and spin) in kcal/mol: 7.2
E_LUMO in hartree: 0.00321
SMILES: SS.C
Charge: 0
F_max in eV/A: 2.46

---

[3]
C3H5N2 | ωB97M-V/def2-TZVPD

The geometry in XYZ format:
```
10
Properties=species:S:1:pos:R:3
C 0.61821 -1.15807 -0.06345
C 0.88005 0.91806 0.04867
C -0.77383 -0.57354 -0.06221
N 1.51779 -0.21110 -0.00392
N -0.40305 0.87715 -0.15073
H 0.72561 -2.15601 -0.03910
H 1.50197 2.12998 0.38429
H -1.56671 -0.81007 -0.88233
H -1.38704 -0.60246 0.80832
H -1.11301 1.58606 -0.03955
```

Output
Energy relative to the best compared isomer or geometry (same formula, charge and spin) in kcal/mol: 71.9
E_LUMO in hartree: -0.22375
Charge: +1
F_max in eV/A: 7.88